The following is a DFT calculation (ωB97M-V with the def2-TZVPD basis set) of a structure of composition C14H44O9 in a non-equilibrium geometry.

Last column: Mulliken charge in e.
Cartesian coordinates (Å):
C1 -0.0786 0.2813 -0.0511  0.774
O1 0.3008 1.6026 -0.4182  -1.315
H1 0.4739 -0.0544 0.8265  -0.037
H2 -1.0985 0.2812 0.3337  -3.049
H3 0.0576 -0.3474 -0.9310  0.922
H4 0.3390 2.2052 0.3281  1.079
C2 -1.0129 2.5657 1.0255  -1.003
O2 0.3418 2.8183 1.1801  -0.603
H5 -1.3226 2.2172 0.0402  0.198
H6 -1.5232 2.0819 1.8584  -0.030
H7 -1.4473 3.5450 0.8247  0.676
H8 0.6964 3.4081 0.5108  0.770
C3 2.1628 -2.4663 -2.2351  -0.588
C4 2.3180 -0.8889 -2.4565  -0.664
O3 1.3560 -0.0884 -1.7859  -0.678
O4 1.0831 -3.1509 -2.9174  -0.538
H9 2.1545 -2.5416 -1.1477  0.249
H10 3.1135 -2.9419 -2.4759  0.497
H11 2.3769 -0.6127 -3.5093  0.408
H12 3.2633 -0.6542 -1.9671  0.362
H13 1.6846 0.8133 -1.8102  0.404
H14 1.1189 -4.0984 -2.7676  0.300
C5 2.3523 -1.0505 1.8137  -0.881
C6 1.1404 -0.4315 2.4538  0.974
O5 1.6663 -0.0560 3.7219  -0.641
H15 2.6214 -1.9896 2.2972  0.406
H16 3.1749 -0.3387 1.7444  0.128
H17 2.1627 -1.2680 0.7626  -0.071
H18 0.2904 -1.1053 2.5612  -0.006
H19 0.7493 0.3270 1.7757  -0.304
H20 1.7354 0.9015 3.7185  0.446
C7 -2.2670 0.9888 -1.1184  0.058
C8 -2.6245 0.5211 -2.6563  -0.971
O6 -2.7051 -0.9480 -2.5913  -0.504
H21 -1.3480 0.5341 -0.7485  0.133
H22 -3.0161 0.5477 -0.4608  0.274
H23 -2.2259 2.0448 -0.8514  0.378
H24 -1.8829 0.8386 -3.3893  0.279
H25 -3.5396 0.9914 -3.0162  0.377
H26 -1.8647 -1.2225 -2.9653  0.328
C9 -2.2078 0.1260 2.0211  0.380
C10 -1.5802 -1.1610 2.4399  1.242
O7 -1.9300 -1.3751 3.7709  -0.665
H27 -3.2852 -0.0292 1.9641  0.263
H28 -1.9539 0.4747 1.0201  0.277
H29 -2.0833 0.9020 2.7764  0.414
H30 -0.4953 -1.1275 2.5393  -0.600
H31 -2.0800 -1.9987 1.9535  -0.291
H32 -1.2955 -1.0087 4.3911  0.379
C11 2.9036 2.6027 0.5010  -1.138
C12 2.2331 2.5220 -0.9016  0.578
O8 1.1111 3.3678 -1.0989  -0.626
H33 3.6092 1.8195 0.7782  0.337
H34 2.1021 2.5082 1.2336  0.285
H35 3.3762 3.5825 0.5700  0.336
H36 2.0147 1.4732 -1.1026  -0.630
H37 2.9143 2.8941 -1.6670  0.601
H38 0.6697 3.2670 -1.9454  0.430
C13 -0.9781 -1.7012 -0.3891  0.664
C14 -2.1432 -2.6316 -0.4349  -1.168
O9 -1.9545 -3.7122 -1.3105  -0.567
H39 -0.0956 -2.3150 -0.2087  0.515
H40 -1.1276 -0.8769 0.3083  -0.319
H41 -0.8297 -1.3857 -1.4218  -0.377
H42 -2.9008 -1.9828 -0.8746  0.220
H43 -2.4960 -2.9439 0.5480  0.549
H44 -2.2743 -4.5497 -0.9671  0.377

The calculation puts the LUMO energy at 0.425 eV. The spin multiplicity is 1. Its relative energy (zero: lowest compared OMol25 entry of this formula, charge and spin) is 20.160 eV. Its largest force on an atom is 10.73 eV/Å. The calculation puts the gap between HOMO and LUMO at 8.6 eV. The net charge is 0.